A cluster of 21 separate species, C92H190F4O17 in total at a distorted geometry. Source: the Open Molecules 2025 dataset; level of theory: wB97M-V/def2-TZVPD.

Element x y z (Å)
F: 2.403 0.494 1.447
C: 3.000 1.695 1.487
C: 2.334 2.756 0.914
C: 2.884 4.057 1.114
C: 4.041 4.171 1.832
C: 4.713 3.066 2.303
C: 4.147 1.808 2.202
H: 1.458 2.655 0.286
H: 2.375 4.919 0.675
H: 4.442 5.143 2.004
H: 5.600 3.198 2.900
H: 4.571 0.956 2.724
F: -4.526 1.817 -4.886
C: -4.327 1.903 -3.568
C: -4.474 3.130 -2.909
C: -4.291 3.170 -1.550
C: -3.849 2.036 -0.872
C: -3.686 0.808 -1.510
C: -3.925 0.747 -2.868
H: -4.887 4.037 -3.321
H: -4.465 4.083 -1.026
H: -3.741 2.097 0.213
H: -3.456 -0.122 -0.978
H: -3.974 -0.182 -3.329
F: -4.727 0.551 2.028
C: -4.620 -0.722 1.563
C: -3.689 -1.521 2.202
C: -3.565 -2.834 1.851
C: -4.387 -3.328 0.859
C: -5.307 -2.528 0.237
C: -5.478 -1.212 0.559
H: -3.141 -1.184 3.081
H: -2.963 -3.576 2.411
H: -4.226 -4.309 0.538
H: -5.952 -2.987 -0.521
H: -6.205 -0.626 0.041
F: -7.908 3.339 -1.355
C: -8.358 2.747 -0.276
C: -7.486 1.945 0.470
C: -7.873 1.403 1.701
C: -9.237 1.539 2.042
C: -10.091 2.233 1.244
C: -9.678 2.882 0.132
H: -6.465 1.759 0.087
H: -7.135 0.986 2.368
H: -9.648 1.191 2.975
H: -11.105 2.190 1.557
H: -10.403 3.366 -0.490
C: 3.791 -7.560 -0.366
C: 4.095 -8.087 -1.703
O: 3.975 -7.031 -2.615
C: 4.062 -7.368 -4.007
C: 3.895 -6.047 -4.754
H: 3.754 -8.411 0.291
H: 4.495 -6.757 -0.065
H: 2.762 -7.208 -0.349
H: 5.133 -8.495 -1.771
H: 3.443 -8.840 -2.094
H: 5.043 -7.861 -4.280
H: 3.256 -8.102 -4.237
H: 4.041 -6.099 -5.814
H: 4.582 -5.302 -4.363
H: 2.902 -5.615 -4.553
C: -4.137 -3.289 8.707
C: -3.943 -1.754 8.575
O: -4.087 -1.320 7.237
C: -4.142 0.082 7.096
C: -4.129 0.373 5.589
H: -5.181 -3.579 8.836
H: -3.786 -3.774 7.784
H: -3.498 -3.582 9.564
H: -4.650 -1.204 9.224
H: -2.950 -1.519 8.952
H: -5.033 0.496 7.550
H: -3.231 0.475 7.554
H: -4.290 1.435 5.376
H: -4.869 -0.276 5.081
H: -3.143 0.222 5.133
C: 0.608 -2.175 -8.021
C: 0.122 -0.860 -8.697
O: -0.834 -0.267 -7.806
C: -1.416 0.900 -8.420
C: -2.530 1.375 -7.558
H: 1.268 -2.666 -8.730
H: 1.198 -1.934 -7.079
H: -0.245 -2.785 -7.750
H: 0.931 -0.125 -8.850
H: -0.424 -1.037 -9.615
H: -0.703 1.728 -8.548
H: -1.782 0.647 -9.390
H: -2.851 2.345 -7.972
H: -2.166 1.518 -6.544
H: -3.382 0.718 -7.618
C: 1.654 0.335 4.438
C: 0.953 -0.912 3.923
O: -0.169 -1.245 4.720
C: -0.547 -2.607 4.514
C: -1.737 -3.049 5.274
H: 1.058 1.262 4.475
H: 2.035 0.137 5.447
H: 2.486 0.534 3.772
H: 0.597 -0.884 2.894
H: 1.704 -1.722 4.012
H: -0.772 -2.829 3.403
H: 0.311 -3.273 4.710
H: -1.569 -2.872 6.308
H: -1.854 -4.087 5.093
H: -2.651 -2.573 4.978
C: 6.806 0.342 0.274
C: 5.604 -0.154 -0.450
O: 5.766 -1.568 -0.681
C: 4.762 -2.060 -1.556
C: 5.149 -3.421 -2.007
H: 7.630 0.470 -0.451
H: 6.602 1.314 0.737
H: 7.131 -0.427 1.002
H: 4.693 0.018 0.100
H: 5.487 0.419 -1.389
H: 3.770 -1.949 -1.101
H: 4.761 -1.410 -2.436
H: 5.245 -4.028 -1.101
H: 6.112 -3.439 -2.523
H: 4.425 -3.862 -2.631
C: 1.851 3.978 4.895
C: 2.984 4.648 5.623
O: 3.148 5.937 4.985
C: 4.272 6.562 5.509
C: 4.351 7.840 4.667
H: 1.620 3.056 5.421
H: 0.990 4.642 4.920
H: 2.198 3.769 3.889
H: 2.820 4.729 6.747
H: 4.000 4.130 5.531
H: 4.237 6.781 6.579
H: 5.116 5.914 5.344
H: 4.990 8.628 5.083
H: 3.342 8.170 4.375
H: 4.833 7.545 3.714
C: -5.255 -5.457 4.673
C: -4.416 -6.235 3.591
O: -3.125 -5.682 3.471
C: -2.342 -6.482 2.510
C: -0.972 -5.784 2.466
H: -6.217 -5.926 4.689
H: -4.823 -5.574 5.676
H: -5.417 -4.436 4.342
H: -4.452 -7.309 3.813
H: -4.988 -6.071 2.642
H: -2.254 -7.557 2.807
H: -2.792 -6.405 1.528
H: -0.435 -5.781 3.449
H: -1.049 -4.761 2.103
H: -0.394 -6.398 1.725
C: -1.861 -3.438 -1.716
C: -3.143 -2.985 -2.406
O: -3.296 -3.783 -3.574
C: -4.373 -3.448 -4.374
C: -4.481 -4.453 -5.539
H: -0.955 -3.019 -2.103
H: -1.901 -3.089 -0.665
H: -1.805 -4.520 -1.643
H: -3.993 -3.150 -1.729
H: -3.163 -1.958 -2.812
H: -5.285 -3.469 -3.742
H: -4.290 -2.417 -4.707
H: -3.582 -4.400 -6.100
H: -5.382 -4.222 -6.093
H: -4.610 -5.480 -5.087
C: -4.947 3.694 3.032
C: -3.502 3.314 3.305
O: -3.132 3.699 4.602
C: -1.926 3.044 5.006
C: -1.619 3.293 6.464
H: -5.050 3.649 1.943
H: -5.598 3.029 3.603
H: -5.058 4.719 3.307
H: -3.387 2.225 3.220
H: -2.789 3.740 2.563
H: -2.017 2.004 4.831
H: -1.110 3.396 4.365
H: -1.432 4.344 6.704
H: -0.812 2.677 6.728
H: -2.454 3.018 7.094
C: 3.927 4.339 -2.497
C: 4.639 3.214 -1.767
O: 5.639 2.572 -2.611
C: 5.120 1.868 -3.753
C: 6.274 1.150 -4.356
H: 3.326 4.914 -1.791
H: 4.616 5.031 -2.945
H: 3.269 4.016 -3.316
H: 5.118 3.613 -0.854
H: 3.904 2.441 -1.479
H: 4.377 1.037 -3.535
H: 4.618 2.611 -4.387
H: 5.889 0.533 -5.184
H: 6.749 0.470 -3.645
H: 6.941 1.904 -4.739
C: 4.107 -1.564 -5.277
C: 2.945 -2.438 -4.855
O: 1.739 -1.704 -4.871
C: 0.634 -2.547 -4.550
C: -0.669 -1.766 -4.620
H: 3.993 -1.341 -6.348
H: 4.126 -0.630 -4.734
H: 5.063 -2.013 -5.236
H: 2.885 -3.309 -5.507
H: 3.058 -2.790 -3.800
H: 0.690 -3.372 -5.261
H: 0.773 -2.979 -3.596
H: -0.607 -0.890 -3.931
H: -1.523 -2.337 -4.268
H: -0.823 -1.391 -5.623
C: 4.965 -2.701 2.445
C: 4.452 -3.675 3.531
O: 3.907 -2.897 4.583
C: 3.231 -3.691 5.558
C: 2.507 -2.856 6.512
H: 4.192 -2.007 2.051
H: 5.832 -2.145 2.799
H: 5.334 -3.216 1.571
H: 3.651 -4.295 3.144
H: 5.222 -4.300 3.968
H: 2.585 -4.442 5.114
H: 4.012 -4.285 6.049
H: 1.696 -2.307 6.070
H: 3.157 -2.161 7.057
H: 2.098 -3.524 7.281
C: -2.108 7.195 2.776
C: -0.657 6.776 3.036
O: 0.128 7.196 1.907
C: 1.500 7.178 2.209
C: 2.196 7.663 0.948
H: -2.709 6.809 3.610
H: -2.221 8.300 2.787
H: -2.529 6.798 1.843
H: -0.203 7.234 3.927
H: -0.657 5.680 3.243
H: 1.551 7.916 3.035
H: 1.893 6.176 2.524
H: 1.719 8.506 0.500
H: 2.184 6.898 0.163
H: 3.212 7.985 1.189
C: -0.803 4.711 -0.206
C: -0.714 4.254 -1.661
O: -1.044 5.437 -2.478
C: -0.772 5.323 -3.860
C: -1.691 4.281 -4.591
H: -0.248 5.657 -0.097
H: -1.849 5.020 -0.014
H: -0.475 3.934 0.489
H: 0.278 3.932 -2.002
H: -1.333 3.348 -1.827
H: -0.875 6.348 -4.286
H: 0.279 4.998 -4.035
H: -1.543 4.184 -5.661
H: -2.730 4.556 -4.569
H: -1.600 3.259 -4.150
C: -0.540 -7.004 -1.880
C: 0.573 -5.943 -1.837
O: 0.627 -5.364 -0.564
C: 1.554 -4.276 -0.552
C: 1.354 -3.465 0.757
H: -0.331 -7.726 -1.118
H: -1.534 -6.551 -1.799
H: -0.471 -7.547 -2.828
H: 1.520 -6.340 -2.195
H: 0.367 -5.101 -2.475
H: 2.591 -4.663 -0.630
H: 1.360 -3.690 -1.445
H: 1.481 -4.151 1.625
H: 0.369 -3.019 0.774
H: 2.051 -2.635 0.774
C: 3.784 5.413 -6.102
C: 2.977 4.238 -6.652
O: 2.533 3.456 -5.544
C: 1.557 2.502 -5.991
C: 0.931 1.943 -4.742
H: 4.759 5.082 -5.788
H: 3.978 6.164 -6.843
H: 3.246 5.783 -5.243
H: 2.105 4.583 -7.311
H: 3.530 3.597 -7.415
H: 0.799 2.997 -6.615
H: 1.968 1.665 -6.510
H: 0.792 2.683 -3.990
H: 1.571 1.176 -4.303
H: 0.014 1.449 -5.025
C: 1.406 -0.060 -1.697
C: 0.035 0.565 -1.784
O: -0.298 1.259 -0.553
C: -0.502 0.367 0.542
C: -1.049 1.127 1.732
H: 2.141 0.758 -1.464
H: 1.481 -0.824 -0.925
H: 1.648 -0.551 -2.642
H: -0.186 1.241 -2.620
H: -0.671 -0.285 -1.863
H: -1.304 -0.333 0.210
H: 0.374 -0.235 0.795
H: -1.764 1.899 1.401
H: -0.186 1.626 2.161
H: -1.445 0.421 2.464

* energy above the lowest of the compared OMol25 structures with the same formula, charge and spin: 1.565 eV
* HOMO energy: -8.94 eV
* LUMO: 0.022 hartree
* spin multiplicity: 1
* calculated total energy: -5297.59046 a.u.
* gap between HOMO and LUMO: 9.546 eV
* maximum force: 0.048 hartree/bohr